1.
{"formula": "C18H48LiO18S6", "method": "ωB97M-V/def2-TZVPD", "species": ["S", "S", "S", "S", "S", "S", "O", "O", "O", "O", "O", "O", "O", "O", "O", "O", "O", "O", "O", "O", "O", "O", "O", "O", "C", "C", "C", "C", "C", "C", "C", "C", "C", "C", "C", "C", "C", "C", "C", "C", "C", "C", "Li", "H", "H", "H", "H", "H", "H", "H", "H", "H", "H", "H", "H", "H", "H", "H", "H", "H", "H", "H", "H", "H", "H", "H", "H", "H", "H", "H", "H", "H", "H", "H", "H", "H", "H", "H", "H", "H", "H", "H", "H", "H", "H", "H", "H", "H", "H", "H", "H"], "positions_angstrom": [[5.77, 1.04, 0.85], [-1.89, 4.61, -3.40], [3.48, -2.25, -5.23], [-0.73, 1.19, 5.58], [0.22, -5.38, 2.70], [-4.87, -1.78, -1.61], [3.06, -2.64, -6.60], [-2.10, 1.98, 6.15], [-0.84, 1.05, 4.10], [1.21, -5.79, 3.71], [-3.65, -1.11, -1.24], [-1.66, 3.41, -2.58], [-0.48, 0.09, 6.50], [4.94, -1.59, -5.31], [2.61, -1.42, -4.40], [-1.64, 5.92, -2.83], [4.55, 1.28, 0.14], [5.46, 1.10, 2.52], [-5.04, -3.24, -1.47], [0.58, -4.29, 1.79], [-3.50, 4.65, -3.81], [-6.20, -1.05, -0.92], [-1.27, -5.04, 3.33], [6.65, -0.09, 0.58], [7.43, 1.16, 3.99], [0.42, 2.62, 5.89], [-3.15, 1.39, 6.97], [-5.18, -1.41, -3.44], [-1.78, -5.72, 4.38], [-7.19, 0.99, -1.79], [-3.95, 5.09, -5.06], [-4.37, 6.66, -4.98], [6.77, 2.64, 0.98], [5.02, -0.47, -6.12], [-2.95, -6.61, 3.89], [6.28, 0.33, 3.40], [4.05, -3.74, -4.32], [6.43, -0.19, -6.63], [-6.20, 0.42, -0.81], [-0.80, 4.46, -4.87], [-0.15, -6.73, 1.55], [-2.84, 1.29, 8.43], [0.33, -0.01, -0.34], [4.27, -3.25, -3.37], [-2.23, -5.02, 5.09], [6.81, -1.11, -7.06], [7.72, 2.23, 1.33], [-1.08, -6.32, 4.96], [7.79, 0.78, 4.95], [4.81, -4.08, -5.02], [-3.95, 2.12, 6.94], [-3.62, -7.07, 4.62], [1.20, 2.18, 6.51], [8.21, 1.43, 3.28], [0.80, 2.95, 4.93], [-2.54, 2.22, 8.91], [3.19, -4.42, -4.34], [0.19, 4.41, -4.41], [-5.93, -1.95, -4.00], [-2.09, 0.54, 8.68], [-7.13, 2.07, -1.94], [6.52, 3.43, 1.68], [0.59, -6.85, 0.77], [-4.60, 7.04, -5.98], [-3.70, 0.87, 8.96], [-6.50, 0.68, 0.21], [-3.45, 0.46, 6.48], [-4.18, -1.60, -3.84], [-3.13, 4.92, -5.75], [4.31, -0.51, -6.94], [-3.54, 7.25, -4.59], [6.94, 3.03, -0.03], [6.95, 0.16, -5.74], [-3.74, -6.02, 3.44], [4.78, 0.44, -5.56], [-6.99, 0.42, -2.70], [-5.22, -0.33, -3.58], [6.36, 0.55, -7.44], [-1.07, -6.42, 1.05], [7.02, 2.16, 4.15], [-0.45, -7.55, 2.20], [-5.22, 0.88, -0.93], [-8.23, 0.74, -1.56], [5.68, 0.03, 4.26], [6.60, -0.63, 2.99], [-5.32, 6.79, -4.48], [-0.95, 5.34, -5.50], [-2.69, -7.35, 3.14], [-0.16, 3.49, 6.22], [-1.02, 3.47, -5.26], [-4.84, 4.58, -5.40]], "lowdin_charge": [0.6913, 0.6700, 0.6632, 0.7160, 0.6833, 0.6791, -0.3148, -0.3015, -0.3443, -0.2943, -0.3222, -0.3353, -0.3032, -0.2542, -0.3197, -0.2969, -0.3010, -0.2864, -0.2986, -0.3264, -0.2598, -0.2675, -0.2395, -0.2868, -0.0661, -0.0851, -0.2578, -0.0969, -0.3154, -0.0716, -0.2553, -0.0361, -0.0877, -0.3376, -0.0634, -0.2816, -0.0827, -0.0473, -0.2480, -0.1017, -0.1113, -0.0889, 0.9598, 0.0693, 0.1251, 0.0832, 0.0422, 0.1219, 0.0838, 0.0741, 0.1204, 0.0774, 0.0651, 0.0620, 0.0548, 0.0861, 0.0730, 0.0720, 0.0773, 0.0700, 0.0877, 0.0742, 0.0780, 0.0658, 0.0837, 0.1196, 0.1237, 0.0538, 0.0884, 0.1153, 0.0655, 0.0615, 0.0809, 0.0745, 0.1179, 0.0538, 0.0487, 0.0846, 0.0680, 0.0751, 0.0640, 0.1092, 0.0854, 0.1166, 0.1110, 0.0704, 0.0721, 0.0636, 0.0666, 0.0712, 0.1161], "e_above_lowest_kcal_mol": 144.2, "energy_ha": -4465.1442, "homo_energy_ev": -12.57, "charge": 1}


2.
{"formula": "C18H48O12SV", "method": "ωB97M-V/def2-TZVPD", "species": ["V", "S", "O", "O", "O", "O", "O", "O", "O", "O", "O", "O", "O", "O", "C", "C", "C", "C", "C", "C", "C", "C", "C", "C", "C", "C", "C", "C", "C", "C", "C", "C", "H", "H", "H", "H", "H", "H", "H", "H", "H", "H", "H", "H", "H", "H", "H", "H", "H", "H", "H", "H", "H", "H", "H", "H", "H", "H", "H", "H", "H", "H", "H", "H", "H", "H", "H", "H", "H", "H", "H", "H", "H", "H", "H", "H", "H", "H", "H", "H"], "positions_angstrom": [[-1.18, 0.26, -0.05], [-2.46, 2.21, -1.36], [-5.66, -4.42, -0.91], [-0.44, -0.54, -2.24], [-1.68, -1.22, 0.34], [-1.90, 1.48, 1.85], [4.40, 4.35, 2.66], [-2.63, 2.44, -2.79], [-2.94, 0.93, -0.90], [-1.07, 2.28, -0.97], [-3.20, 3.30, -0.73], [0.36, 0.41, 0.34], [2.02, -4.38, 0.86], [0.81, 4.03, -1.52], [-1.85, 1.13, 3.23], [0.75, -1.15, -2.65], [1.44, 3.46, -2.65], [2.86, 2.83, 1.87], [-1.88, -0.41, 3.38], [0.61, -2.63, -2.63], [-4.16, -4.99, 0.81], [3.32, 4.99, 0.66], [-0.49, 1.75, 3.63], [-3.34, -3.79, -1.25], [-4.32, -4.82, -0.70], [-0.21, -4.05, 1.61], [3.14, 4.34, 2.02], [2.30, 4.51, -3.25], [1.15, -3.40, 1.30], [2.23, 2.26, -2.14], [1.72, -2.73, 2.59], [0.85, -0.56, -4.04], [-2.81, -0.90, 3.11], [0.69, 3.12, -3.37], [1.63, -0.84, -2.09], [4.64, 5.27, 2.81], [2.55, 1.78, -3.06], [4.17, 4.52, 0.17], [-4.76, -5.81, 1.18], [-3.15, -5.29, 1.08], [0.16, 3.36, -1.26], [1.90, 2.63, 1.41], [1.65, 1.62, -1.47], [-0.35, 1.59, 4.70], [-4.11, -5.79, -1.15], [-3.60, -2.83, -0.80], [0.00, -0.85, -4.66], [1.73, -0.99, -4.52], [-0.14, -4.91, 2.26], [-1.75, -0.58, 4.45], [-4.39, -4.04, 1.30], [2.92, 5.04, -2.53], [1.21, -1.81, 2.90], [1.35, -3.20, -3.20], [2.43, 4.86, 0.04], [-2.32, -4.11, -1.03], [3.58, 2.28, 1.26], [0.30, 1.22, 3.10], [-2.62, 1.69, 3.76], [-0.95, -0.37, -3.04], [0.66, -2.96, -1.59], [-5.81, -4.57, -1.85], [-3.53, -3.80, -2.32], [2.92, -4.05, 0.83], [2.86, 2.28, 2.82], [-1.06, -0.88, 2.83], [2.76, -2.40, 2.48], [-0.35, -2.96, -3.03], [-0.89, -3.32, 2.04], [1.63, -3.43, 3.42], [2.36, 4.77, 2.65], [-0.29, 2.81, 3.51], [-0.66, -4.46, 0.70], [1.21, -2.62, 0.54], [3.03, 2.59, -1.48], [3.65, 6.03, 0.70], [2.70, 4.25, -4.23], [0.98, 0.52, -4.00], [1.62, 5.33, -3.52], [-2.30, 2.35, 1.81]], "lowdin_charge": [0.9106, 0.1761, -0.0421, -0.0822, -0.3389, -0.0991, -0.0717, -0.3459, -0.3657, -0.3855, -0.3549, -0.3457, -0.0521, -0.0651, -0.4048, -0.4770, -0.5020, -0.0585, -0.0350, -0.0349, -0.0577, -0.0599, -0.0529, -0.0479, -0.5231, -0.0411, -0.4753, -0.0676, -0.4915, -0.0438, -0.0427, -0.0481, 0.0848, 0.1381, 0.1434, 0.0795, 0.0693, 0.0808, 0.0723, 0.0651, 0.0161, 0.0670, 0.0538, 0.0714, 0.1274, 0.0834, 0.0953, 0.0853, 0.0797, 0.0784, 0.0865, 0.0752, 0.0605, 0.0854, 0.0639, 0.0680, 0.0796, 0.0664, 0.1403, 0.1039, 0.0673, 0.0840, 0.0760, 0.0878, 0.0714, 0.0507, 0.0703, 0.0872, 0.0673, 0.0745, 0.1321, 0.0818, 0.0572, 0.1132, 0.0708, 0.0718, 0.0784, 0.0732, 0.0767, 0.1134], "energy_ha": -2959.7838, "homo_energy_ev": -5.22, "charge": -1}